(1)
# C2H2BO3

A molecular structure, C2H2BO3 (ωB97M-V with the def2-TZVPD basis set, the OMol25 dataset).

```
! RIJCOSX wB97M-V def2-TZVPD def2/J DEFGRID3
* xyz -1 1
B -0.248 0.073 -0.037
O -3.377 1.205 -0.071
C -1.708 -0.629 0.017
H 0.393 0.030 -1.087
H 0.224 -0.232 0.967
C -2.276 0.707 0.068
O -2.480 -2.217 0.018
O -1.134 1.411 0.062
*
```

For the gap between HOMO and LUMO (spin up / spin down), the calculation gives 0.326 / 0.290 Ha. Its HOMO energy (spin up / spin down) is -5.64 / -4.96 eV. The energy relative to the best compared isomer or geometry (same formula, charge and spin) is 96.3 kcal/mol.



(2)
# C2H2Br2Cl2

A molecular structure, C2H2Br2Cl2 (ωB97M-V with the def2-TZVPD basis set, the OMol25 dataset).

```
! RIJCOSX wB97M-V def2-TZVPD def2/J DEFGRID3
* xyz 0 1
H -0.094 -0.475 1.429
Cl 1.046 -1.832 -0.404
C -0.497 0.217 0.722
C 0.726 -0.072 -0.588
H 1.607 0.359 -0.247
Br -0.803 1.963 1.129
Cl 0.180 0.503 -2.113
Br -2.165 -0.662 0.071
*
```

For the gap between HOMO and LUMO, the calculation gives 0.393 Ha. Its HOMO energy is -10.25 eV. The energy relative to the best compared isomer or geometry (same formula, charge and spin) is 23.7 kcal/mol.



(3)
# C2H2Br2O3

2 unconnected molecules or ions with the total composition C2H2Br2O3 (ωB97M-V with the def2-TZVPD basis set, the OMol25 dataset).

```
! RIJCOSX wB97M-V def2-TZVPD def2/J DEFGRID3
* xyz 0 1
C 1.258 -0.328 -0.406
Br 3.729 0.340 0.700
C -2.383 -0.073 0.225
Br -1.499 1.665 0.103
O 1.887 -0.031 0.673
O -3.439 -0.313 -0.204
H 1.940 -0.067 -1.288
O 0.085 -0.562 -0.486
H -1.580 -0.631 0.685
*
```

For the gap between HOMO and LUMO, the calculation gives 0.298 Ha. As for the SMILES: O=COBr.O=CBr. Its HOMO energy is -10.14 eV. The energy relative to the best compared isomer or geometry (same formula, charge and spin) is 14.8 kcal/mol.



Which value of energy relative to the best compared isomer or geometry (same formula, charge and spin) does entry 1 give? 96.3 kcal/mol